{
  "formula": "C9H21N3O3Rb",
  "method": "ωB97M-V with the def2-TZVPD basis set",
  "orbital_gap_ev": 7.77,
  "total_energy_ha": -769.41124,
  "total_charge": 1,
  "homo_energy_ev": -11.420,
  "e_above_lowest_kj_mol": 281.91,
  "symbols": ["Rb", "O", "O", "O", "N", "N", "N", "C", "C", "C", "C", "C", "C", "C", "C", "C", "H", "H", "H", "H", "H", "H", "H", "H", "H", "H", "H", "H", "H", "H", "H", "H", "H", "H", "H", "H", "H"],
  "positions_angstrom": [[0.94, -2.37, -0.03], [-4.07, -4.66, 0.86], [5.80, 0.37, 0.10], [-1.20, 2.65, -1.06], [-6.22, -4.33, 1.37], [-1.86, 4.79, -0.73], [7.96, 0.93, -0.13], [-1.22, 4.17, -2.99], [7.40, -1.19, 1.11], [6.99, 0.16, 0.40], [7.73, 2.20, -0.80], [-1.49, 3.81, -1.52], [-5.69, -5.50, -0.76], [-6.16, -3.85, 2.74], [-2.23, 4.59, 0.68], [-5.24, -4.74, 0.52], [8.07, 1.92, -1.79], [8.91, 0.76, 0.14], [-1.92, 5.70, -1.17], [-5.44, -4.31, 3.42], [-2.57, 3.59, 0.95], [-7.13, -4.38, 0.93], [6.65, -1.92, 0.79], [-1.99, 4.85, -3.35], [6.65, 2.37, -0.79], [-0.19, 4.47, -3.15], [-1.37, 3.20, -3.46], [-5.19, -5.07, -1.63], [-5.56, -6.58, -0.75], [-5.79, -2.83, 2.64], [8.23, 3.06, -0.36], [7.14, -1.15, 2.17], [-3.07, 5.17, 1.07], [-7.16, -3.85, 3.18], [-6.75, -5.32, -0.94], [-1.40, 4.72, 1.38], [8.45, -1.46, 0.96]],
  "mulliken_charge": [1.00, -0.65, -0.68, -0.69, -0.19, -0.15, -0.21, -1.01, -0.94, 0.72, -0.81, 0.66, -0.93, -0.80, -0.87, 0.66, 0.29, 0.22, 0.22, 0.28, 0.30, 0.22, 0.25, 0.36, 0.30, 0.26, 0.28, 0.27, 0.25, 0.28, 0.28, 0.27, 0.35, 0.30, 0.31, 0.29, 0.30]
}